Density functional theory data (ωB97M-V with the def2-TZVPD basis set) for C42H39NO2P2PdS as an isolated structure at a distorted geometry.

Output
ΔE to the lowest compared entry with this formula, charge and spin, kJ/mol: 214.1
HOMO energy (alpha / beta), eV: -13.2 / -13.0
Charge: +2

Atoms and positions in Å:
1 H -3.00167 -0.72407 4.42937
2 H -5.73112 0.32878 -0.43007
3 O -1.61158 1.07445 -0.31359
4 P 0.30628 -0.47896 -2.11089
5 Pd 0.86505 1.04154 -0.30181
6 C -2.75121 -2.23930 -4.13174
7 C 3.17554 -2.39852 1.93438
8 H -3.92457 1.65690 0.25066
9 H 2.46485 2.79103 0.32325
10 C -2.38135 0.23412 0.17199
11 C 0.54513 2.26772 -2.39310
12 C 1.54612 -1.80671 -2.13129
13 C -1.85449 -1.89600 -3.13804
14 S 2.79936 -0.41583 -0.07145
15 H -3.46412 -3.03188 -3.96288
16 C -1.25932 0.00322 3.42003
17 H -2.01687 -2.94564 1.09906
18 H 3.77094 4.83577 0.81876
19 C -2.73068 -1.56891 -5.34725
20 H 3.70783 -2.99679 1.21447
21 H 3.90800 2.18065 -4.29786
22 C 2.46635 -2.05649 4.20807
23 H -1.85269 -2.42305 -2.19388
24 H 2.94120 4.33576 -3.59205
25 C 2.42910 3.41492 -3.35772
26 H 0.75063 4.40012 -2.45221
27 C 2.37246 1.00731 -3.39672
28 C 3.12721 -2.81703 3.25735
29 H 1.57533 2.41243 4.52758
30 C 2.98779 2.20032 -3.73639
31 H 3.94117 5.67992 3.12478
32 C -2.99631 1.40607 4.30660
33 H -0.47811 2.29595 -2.01045
34 C -5.09050 -1.59529 0.22858
35 C 3.39041 4.77344 2.92574
36 C 2.64143 -1.78348 -1.26268
37 H -3.42523 -1.84152 -6.12557
38 H 3.62838 -3.72817 3.54423
39 C 1.82730 -0.48343 2.50067
40 H 4.53440 -2.62988 -0.75924
41 H -4.00048 0.44101 1.52826
42 H -0.63728 3.27250 2.75920
43 H 4.29908 -4.51407 -2.35409
44 H -3.07243 -1.83969 1.99255
45 C -2.71735 -2.11408 0.99473
46 H 1.26770 -0.31318 4.56241
47 H -2.74580 3.51904 4.02015
48 C 2.40729 -3.83315 -3.10448
49 H 2.81159 0.06430 -3.69152
50 H 0.57934 -2.89320 -3.70799
51 C -2.46718 0.14462 4.07742
52 C 1.80271 -0.90217 3.83031
53 C -2.33629 2.53577 3.84390
54 C 1.94324 2.47408 2.41001
55 C 3.64815 -2.72698 -1.36960
56 C 3.28895 4.30320 1.62397
57 C 1.42701 -2.85805 -3.03949
58 C -3.91366 -2.56266 0.14822
59 P 0.92559 1.02702 2.00113
60 C 2.78474 4.09114 3.96988
61 O 4.18725 -0.00771 -0.08829
62 H -3.61410 -2.70632 -0.89145
63 C 3.52269 -3.76656 -2.28206
64 C 2.56115 3.15692 1.35992
65 C -1.82075 -0.54521 -5.56343
66 H -0.97565 -1.16751 0.23912
67 C 1.20670 3.45072 -2.69867
68 C -3.81076 0.59507 0.46413
69 H -5.36796 -1.47227 1.27537
70 C 2.06057 2.93882 3.71851
71 C -0.57995 1.13800 2.97874
72 C -0.93065 -0.87686 -3.36480
73 H -4.41623 -0.33258 -1.39062
74 H 2.86832 4.46305 4.97999
75 H -0.22232 0.61651 -4.74263
76 H -4.23506 -3.53523 0.52562
77 H -5.94396 -2.03860 -0.28294
78 C -0.92966 -0.18144 -4.57183
79 H -3.92423 1.50243 4.84982
80 C -4.79728 -0.22656 -0.37316
81 C 2.54651 -1.22364 1.55865
82 C -1.14315 2.40278 3.15852
83 H -1.79544 -0.02461 -6.50775
84 H 2.46562 -2.36228 5.24269
85 H 2.30690 -4.63649 -3.81750
86 N -1.96519 -1.00743 0.42803
87 H -0.83082 -0.97497 3.25364
88 C 1.15012 1.02709 -2.72124

Forces on the atoms, in the same order (eV/Å):
H 0.006 -0.138 0.067
H -0.020 0.083 -0.069
O 1.056 0.953 -0.054
P 0.135 -0.078 -0.705
Pd -0.645 -2.052 1.278
C -0.062 -0.052 -0.006
C 0.204 -0.051 -0.201
H 0.118 -0.033 0.038
H 0.120 0.276 0.561
C -0.277 -0.265 0.281
C -0.113 -0.148 -0.386
C -0.099 0.055 -0.149
C 0.122 0.103 0.057
S -0.627 -1.173 0.471
H -0.064 -0.079 0.005
C 0.126 0.024 -0.093
H -0.011 0.133 0.067
H 0.032 0.042 -0.074
C 0.055 0.064 0.029
H 0.089 -0.045 -0.074
H 0.139 0.017 -0.025
C -0.013 0.029 0.005
H -0.015 -0.066 0.053
H 0.003 0.075 -0.061
C -0.156 0.016 0.125
H -0.012 0.003 0.011
C -0.053 0.121 -0.056
C 0.011 0.143 -0.136
H -0.044 -0.007 0.113
C -0.010 -0.120 0.116
H 0.064 0.063 0.028
C 0.039 0.057 -0.008
H 0.169 0.026 -0.021
C 0.185 -0.137 -0.329
C 0.018 -0.017 -0.119
C -0.773 0.509 -0.157
H -0.082 -0.044 -0.082
H 0.026 -0.095 0.000
C -0.300 0.165 -0.156
H 0.096 -0.045 0.002
H 0.008 -0.010 0.089
H -0.024 0.073 0.098
H 0.039 -0.011 0.016
H 0.055 -0.067 0.046
C -0.448 -0.295 -0.131
H -0.012 -0.033 0.072
H -0.057 0.051 -0.019
C 0.057 -0.092 0.078
H 0.077 -0.051 0.032
H 0.009 -0.009 -0.065
C -0.046 -0.063 0.095
C 0.016 0.106 -0.154
C -0.038 0.024 0.021
C -0.246 -0.208 -0.118
C 0.309 0.144 0.156
C 0.048 0.052 0.048
C 0.102 0.146 0.117
C -0.043 0.065 0.338
P 0.981 0.705 0.221
C -0.043 -0.065 0.100
O 0.373 0.640 -0.146
H 0.066 0.001 -0.013
C -0.058 0.153 0.031
C -0.062 -0.197 -0.282
C -0.096 0.034 -0.108
H -0.408 0.128 0.006
C 0.150 0.105 -0.133
C 0.055 0.076 -0.323
H -0.150 0.004 0.125
C 0.049 0.007 -0.111
C -0.029 -0.058 -0.435
C 0.081 0.169 0.184
H -0.045 0.033 -0.109
H 0.018 0.016 0.067
H 0.016 0.042 -0.062
H 0.044 -0.026 -0.003
H -0.059 -0.007 0.011
C 0.081 -0.158 0.123
H -0.083 0.044 0.022
C -0.175 -0.074 0.265
C -0.613 0.607 -0.086
C 0.147 0.017 -0.087
H -0.068 0.038 -0.110
H -0.025 -0.047 0.087
H 0.023 -0.090 -0.064
N 0.805 -0.138 -0.081
H -0.066 -0.116 0.034
C -0.151 0.025 -0.192

Atom charges from the Löwdin analysis, given in e for atoms 1 to 6: H 0.116; H 0.121; O -0.056; P 1.064; Pd 0.509; C -0.057